Record 1
Below is C13H11N7S2V as an isolated structure, with properties calculated with wB97M-V/def2-TZVPD.

ORCA input file:
```
! RIJCOSX wB97M-V def2-TZVPD def2/J DEFGRID3
* xyz 3 3
V -0.980 -0.454 -1.327
S 4.470 -0.661 3.618
N 4.539 -0.645 2.016
C 3.293 -0.600 1.574
C 2.888 -0.544 0.187
C 3.760 -0.524 -0.916
C 3.236 -0.474 -2.192
C 1.858 -0.441 -2.369
N 1.009 -0.467 -1.330
C 1.523 -0.515 -0.065
C 0.547 -0.552 0.996
N -0.763 -0.534 0.602
C -1.727 -0.573 1.543
C -1.429 -0.646 2.891
C -0.104 -0.666 3.297
C 0.915 -0.615 2.336
C 2.333 -0.634 2.620
N 2.879 -0.703 3.824
H 4.829 -0.548 -0.744
H 3.882 -0.458 -3.059
H 1.430 -0.391 -3.363
H -2.755 -0.541 1.206
H -2.233 -0.685 3.613
H 0.160 -0.720 4.347
N -3.209 -0.443 -1.821
N -3.743 0.866 -1.817
C -2.931 1.929 -1.855
N -3.413 3.128 -2.030
S -1.205 1.752 -1.604
H -3.335 -0.831 -2.763
H -3.791 -1.022 -1.211
H -4.738 0.960 -1.997
H -4.398 3.316 -2.189
H -2.800 3.935 -2.022
*
```

For the HOMO energy (alpha / beta), the calculation gives -17.88 / -17.89 eV. The value obtained for the orbital gap (alpha / beta) is 5.49 / 6.39 eV.

***

Record 2
Below is C13H11P as an isolated structure in a non-equilibrium geometry, with properties calculated with wB97M-V/def2-TZVPD.

ORCA input file:
```
! RIJCOSX wB97M-V def2-TZVPD def2/J DEFGRID3
* xyz 0 1
C -3.761 0.566 -0.528
C -3.485 -0.755 -0.022
C -2.705 1.551 -0.528
C -2.280 -0.913 0.708
C -1.532 1.313 0.180
C -1.332 0.093 0.878
C 3.505 1.382 -0.081
C 2.527 1.631 1.053
C 3.146 0.251 -0.743
C 1.611 -1.585 0.205
C 0.850 -1.747 1.265
C 1.498 0.826 0.678
C 1.733 -0.166 -0.393
P -0.002 -0.354 2.082
H -4.727 0.885 -0.738
H -4.264 -1.480 -0.089
H -2.762 2.535 -1.118
H -2.060 -1.954 1.047
H -0.603 1.849 0.129
H 4.368 1.985 -0.203
H 2.468 2.322 1.837
H 3.734 -0.283 -1.480
H 2.200 -2.380 -0.142
H 1.063 -2.730 1.718
H 0.959 -0.144 -1.202
*
```

Its energy above the lowest of the compared OMol25 structures with the same formula, charge and spin is 0.3301 eV. For the HOMO energy, the calculation gives -8.46 eV. The value obtained for the orbital gap is 8.66 eV.

***

Record 3
Below is C13H12Cl2F6N3O6PbS4 as an isolated structure in a non-equilibrium geometry, with properties calculated with wB97M-V/def2-TZVPD.

ORCA input file:
```
! RIJCOSX wB97M-V def2-TZVPD def2/J DEFGRID3
* xyz 1 1
Pb 0.339 0.620 15.604
N -0.290 -0.179 13.477
C -0.034 0.860 12.462
C 1.464 1.243 12.497
C 2.065 2.051 13.653
O 3.331 2.221 13.475
O 1.270 2.550 14.540
H 0.420 -0.910 13.367
H -1.177 -0.680 13.473
H -0.589 1.780 12.640
H -0.361 0.519 11.488
H 1.548 1.840 11.594
H 2.099 0.362 12.346
F -0.733 -4.351 14.022
C 0.516 -4.135 14.436
F 1.174 -3.385 13.549
F 1.130 -5.310 14.498
S 0.488 -3.367 16.079
O -0.221 -2.087 15.941
O -0.155 -4.381 16.879
N 2.009 -3.175 16.428
S 2.722 -1.792 16.487
O 2.267 -0.785 15.464
O 2.794 -1.140 17.750
C 4.532 -2.276 16.006
F 5.012 -3.249 16.746
F 4.572 -2.623 14.746
F 5.247 -1.159 16.247
Cl -2.381 3.389 15.911
C -3.581 2.212 16.535
Cl -3.395 0.534 15.936
H -4.595 2.558 16.255
H -3.514 2.158 17.623
S -0.736 1.290 19.558
C 0.857 1.546 19.284
N 1.352 2.008 18.104
C 2.530 2.459 18.257
C 3.297 3.028 17.155
C 4.555 3.436 17.426
C 5.039 3.308 18.790
C 4.340 2.818 19.893
C 3.087 2.333 19.647
S 2.027 1.550 20.630
H 2.785 3.025 16.170
H 5.292 3.704 16.677
H 6.064 3.596 18.978
H 4.746 2.894 20.862
*
```

Its energy above the lowest of the compared OMol25 structures with the same formula, charge and spin is 2.4463 eV. For the HOMO energy (alpha / beta), the calculation gives -11.79 / -11.79 eV. The value obtained for the orbital gap (alpha / beta) is 4.35 / 4.35 eV.